22
Properties=species:S:1:pos:R:3:forces:R:3 method="wB97M-V/def2-TZVPD" max_force_ha_per_bohr=0.1496 total_charge=+2 e_above_lowest_kcal_mol=86.7 e_homo_ha=-0.665 smiles="C=C([NH3+])C[C@@H]([NH3+])CO"
C -2.559 0.169 0.635 6.442 -3.145 -2.791
C -1.264 -0.111 1.063 -4.204 2.753 1.960
N -0.962 0.621 2.505 -0.299 0.506 -1.306
C -0.160 -0.885 0.582 2.953 -4.125 -1.523
C 1.002 0.004 -0.174 -1.865 -1.772 2.175
N 2.129 -0.984 -0.825 -3.954 5.782 -1.476
C 0.234 0.768 -1.363 -0.927 -2.882 3.382
O 1.047 0.364 -2.376 1.820 5.439 -4.226
H -2.862 -0.059 -0.404 0.365 -0.529 0.730
H -3.253 0.701 1.086 -2.853 2.577 2.761
H -0.138 0.201 3.003 -1.001 0.540 -0.403
H -1.833 0.488 3.062 0.880 0.174 -0.093
H -0.823 1.686 2.351 -0.162 -2.189 0.494
H 0.336 -1.652 1.330 -0.967 2.001 -0.549
H -0.584 -1.741 -0.079 0.496 1.828 0.302
H 1.444 0.584 0.715 0.049 -0.501 -1.984
H 1.630 -1.474 -1.518 -0.505 -0.829 -1.521
H 2.862 -0.441 -1.255 0.333 0.171 -0.201
H 2.431 -1.576 -0.204 2.539 -4.180 4.722
H -0.772 0.194 -1.598 1.514 1.772 1.088
H 0.159 1.784 -0.875 -0.115 -0.433 -1.963
H 1.341 1.262 -2.826 -0.539 -2.958 0.421